Computed, not measured: 9 unconnected molecules or ions with the total composition C48H120F2N9O20S2, with ωB97M-V/def2-TZVPD.

```
201
Properties=species:S:1:pos:R:3:forces:R:3
N 0.43343 0.93801 -0.01282 -3.33 -3.41 1.95
S -0.15869 1.31682 -1.34206 1.56 7.45 -6.64
O -1.26118 2.28645 -1.24340 0.69 -2.31 -0.62
O -0.01393 0.49605 -2.52635 -1.26 -0.78 1.02
F 1.06531 2.30717 -1.71757 0.13 0.31 0.12
S -0.91285 -0.10387 0.27628 -0.08 -3.32 4.63
O -1.02428 -1.37433 -0.48505 -0.19 3.35 0.63
O -2.08940 0.55839 0.85123 1.82 -1.16 -1.69
F -0.19060 -0.69435 1.57693 -0.27 0.11 0.17
C 4.90829 -3.14815 -2.49071 0.80 -0.06 -0.42
O 4.72884 -2.00765 -1.69719 -1.57 -0.50 -0.54
C 3.45503 -1.37211 -2.03478 2.08 1.79 1.76
C 3.52523 -0.09132 -1.13275 -0.97 -0.03 0.55
N 2.91931 -0.17950 0.21338 1.83 -0.45 -0.68
C 3.27208 -1.34853 1.03638 -0.87 1.45 -1.52
C 2.77636 -1.31971 2.43675 1.02 0.15 1.01
O 3.13329 -0.16661 3.23179 0.18 -0.20 -1.02
C 2.98831 -0.54462 4.57689 -1.26 0.02 -0.39
H 5.20181 -2.88129 -3.50595 0.14 0.26 -0.27
H 4.02021 -3.76353 -2.63476 -0.26 -0.19 0.57
H 5.73509 -3.70883 -2.05466 -0.15 -0.29 0.04
H 2.59265 -1.97725 -1.75509 0.01 -0.27 -0.20
H 3.49369 -1.07473 -3.08270 -0.22 -0.30 -0.11
H 3.07059 0.75863 -1.64166 -0.48 -0.07 0.00
H 4.55358 0.25224 -1.02056 0.40 -0.52 -0.14
H 1.96714 0.15578 0.18097 0.31 -0.70 0.58
H 4.33652 -1.57058 1.11215 0.31 0.71 -0.64
H 2.85062 -2.25430 0.60042 -0.14 -0.56 -0.03
H 3.43712 -2.10804 2.79738 -0.54 -0.75 0.84
H 1.73186 -1.61782 2.52750 -0.14 0.38 0.27
H 1.91667 -0.70826 4.69054 -0.01 -0.80 0.49
H 3.16032 0.22956 5.32465 0.75 0.28 -0.50
H 3.58148 -1.44411 4.74170 -0.01 -0.14 0.55
C 0.27080 -4.39984 -1.62445 -0.54 0.27 -1.64
O 1.30939 -4.13504 -0.76677 0.71 1.27 -0.88
C 1.38142 -4.93393 0.34575 -0.01 -0.26 -0.38
C 0.31681 -4.40046 1.32881 2.86 -0.80 1.55
N 0.42014 -5.12814 2.63281 -1.24 -0.91 0.59
C -0.37582 -6.34415 2.88476 -0.31 0.68 -1.10
C -0.07550 -7.01071 4.21461 -2.06 0.89 -0.39
O -1.16825 -7.98779 4.38610 0.86 2.67 -1.34
C -0.77226 -9.00417 5.18190 0.66 -1.36 0.81
H 0.36998 -5.34412 -2.15981 0.33 -0.47 0.02
H 0.34325 -3.61646 -2.37887 -0.34 0.03 -0.06
H -0.74561 -4.40570 -1.23078 0.00 0.29 0.52
H 2.42154 -4.84240 0.65859 -0.08 0.53 0.97
H 1.43098 -5.95749 -0.02572 -1.13 -0.78 0.48
H -0.63961 -4.14310 0.87371 -0.23 -0.84 0.47
H 0.75372 -3.43929 1.59969 -0.26 0.36 -0.27
H 1.36315 -5.42610 2.83788 0.49 0.69 -0.47
H -0.24341 -7.14730 2.15983 0.24 -0.11 -0.56
H -1.41529 -6.04617 2.74765 -0.23 -0.17 0.61
H -0.14354 -6.28010 5.02064 0.00 -0.01 0.22
H 0.95545 -7.36334 4.18474 -0.12 -0.91 0.14
H -0.23858 -8.60796 6.04578 0.13 -0.29 0.42
H -0.10867 -9.63518 4.59065 0.33 -0.57 0.33
H -1.63008 -9.58912 5.51368 -0.04 0.03 -0.01
C -10.75698 -1.02462 -1.37786 0.71 -0.63 0.25
O -9.36722 -0.93633 -0.90035 -3.07 -0.23 -0.24
C -9.22487 0.34239 -0.38017 2.47 1.41 -0.25
C -7.73468 0.51348 0.03513 -0.35 0.21 -1.64
N -6.76821 0.30974 -1.08863 -1.89 1.00 -0.15
C -5.36877 0.48227 -0.76981 0.90 -0.60 0.52
C -4.30573 0.51457 -1.91725 -1.91 -2.23 0.05
O -4.24439 -0.83604 -2.52445 0.97 1.38 0.35
C -3.01268 -0.99511 -3.25342 -0.46 -1.22 0.73
H -10.99909 -2.07569 -1.53510 0.21 0.08 -0.17
H -10.95177 -0.44089 -2.27754 0.58 -0.06 -0.34
H -11.49975 -0.63256 -0.68309 0.32 0.00 0.65
H -9.79422 0.66544 0.49137 -0.52 -0.96 0.49
H -9.52864 1.08377 -1.11921 0.30 0.18 -0.51
H -7.63018 -0.19435 0.85742 0.54 0.04 0.40
H -7.67986 1.55575 0.34942 0.41 -0.08 0.45
H -7.01901 -0.55659 -1.54322 0.54 -0.13 -0.05
H -5.15289 -0.29857 -0.04057 0.96 -0.31 0.05
H -5.19779 1.39711 -0.20242 -0.37 0.35 -0.11
H -3.31174 0.73952 -1.53062 -0.29 0.46 0.01
H -4.69441 1.16997 -2.69666 0.43 0.48 0.02
H -2.70587 -2.03004 -3.10209 -0.28 -0.39 -0.24
H -2.13958 -0.49975 -2.82869 -0.34 0.78 -0.18
H -3.15885 -0.84677 -4.32334 0.08 0.44 -0.04
C 0.12326 1.98033 -5.67999 1.09 -0.28 0.42
O 1.00718 2.81589 -6.40985 0.14 -0.02 0.43
C 0.98256 4.19907 -6.13991 1.67 0.78 0.04
C 1.15426 4.74055 -4.65191 -1.06 -0.26 -1.50
N 1.02948 6.17289 -4.53752 -0.24 1.63 -0.85
C 1.87659 7.09286 -5.39590 -0.63 -2.29 1.38
C 2.77487 7.72573 -4.34117 0.71 1.39 -2.26
O 3.84624 8.54103 -4.95970 -0.17 -1.50 -0.33
C 4.93428 7.78095 -5.56989 -0.36 0.76 0.88
H 0.32592 1.98961 -4.60905 -0.71 1.03 0.38
H 0.49959 0.96331 -5.79022 -0.54 -0.25 -1.11
H -0.89902 2.16628 -6.00935 -0.15 -0.38 0.41
H 0.18650 4.73980 -6.65177 -0.87 -0.19 0.35
H 1.84631 4.53183 -6.71551 0.28 0.15 0.03
H 2.12480 4.52803 -4.20357 -0.12 -0.89 -0.11
H 0.30215 4.28198 -4.15021 0.46 0.02 0.80
H 0.11309 6.58898 -4.45283 -0.15 -0.73 -0.03
H 1.21446 7.73720 -5.97427 0.36 0.38 0.16
H 2.41186 6.44811 -6.09296 0.30 0.31 -0.08
H 3.13608 6.92429 -3.69672 0.26 0.25 0.13
H 2.14207 8.45127 -3.83005 0.38 -0.12 0.48
H 5.47901 7.30886 -4.75227 0.38 0.01 -0.10
H 5.54251 8.49565 -6.12428 0.13 0.23 0.49
H 4.76301 7.01218 -6.32339 -1.11 -0.17 0.11
C -0.41611 -2.15008 -5.04457 2.30 -0.33 0.90
O 0.68636 -2.50598 -5.97037 -1.88 1.89 -0.29
C 1.83425 -3.08541 -5.40628 0.53 -1.77 0.11
C 3.14945 -2.82276 -6.16387 -1.75 1.16 -0.61
N 3.88860 -1.60513 -5.79208 2.03 -2.88 0.00
C 3.18931 -0.39907 -5.65621 -1.80 -0.54 -0.42
C 4.13157 0.73796 -5.52016 -0.59 1.32 -1.03
O 4.97867 0.96221 -6.68292 0.64 0.64 0.31
C 4.33287 1.06981 -7.98869 -0.68 -1.95 1.91
H -1.31329 -1.65254 -5.41282 0.65 -0.02 -1.05
H 0.09101 -1.50110 -4.33059 -0.52 0.32 0.35
H -0.77266 -3.00635 -4.47208 0.13 -0.42 -0.18
H 1.58742 -4.13406 -5.57214 0.70 -0.64 0.54
H 2.04790 -2.95239 -4.34573 -0.66 0.49 0.35
H 2.77110 -2.72150 -7.18107 0.01 0.10 -0.66
H 3.78964 -3.70364 -6.21209 0.10 0.11 0.63
H 4.50680 -1.49580 -6.58326 0.65 0.22 0.20
H 2.56391 -0.47101 -4.76637 -0.19 0.35 0.13
H 2.51565 -0.40133 -6.51310 -0.57 1.18 -0.20
H 4.67643 0.56489 -4.59211 0.91 0.04 -0.51
H 3.56377 1.65315 -5.35246 -0.24 0.16 -0.02
H 4.89451 1.56046 -8.78363 0.34 0.24 0.70
H 3.30935 1.43235 -7.89364 0.07 0.51 -0.07
H 4.23911 0.00572 -8.20554 -0.28 -0.03 -1.10
C 0.82982 -1.01935 7.89907 -0.88 0.99 -0.26
O 0.65247 -0.33451 6.65272 0.83 -1.06 -0.06
C 0.16044 0.98386 6.71338 -0.60 0.75 -0.42
C 0.51630 1.76304 5.38107 -0.91 -0.68 0.41
N -0.10636 1.13375 4.19354 0.32 -0.72 1.08
C -1.55048 1.37566 4.19098 0.46 -2.56 0.00
C -1.96269 2.63825 3.61589 -0.65 2.34 -0.80
O -2.00523 3.77464 4.49177 -0.92 -0.30 0.35
C -2.97021 4.74575 4.03658 2.10 -0.32 0.76
H -0.07475 -0.87352 8.48949 -0.12 -0.04 0.29
H 1.66987 -0.60916 8.45955 0.20 0.03 -0.01
H 0.94215 -2.09710 7.78103 0.16 0.17 -0.55
H 0.45764 1.45899 7.64827 0.58 0.39 -0.09
H -0.92589 0.94389 6.79319 -0.33 -0.06 0.02
H 1.60205 1.77202 5.28531 -0.13 0.43 -0.21
H 0.00434 2.72095 5.28932 0.87 0.61 1.16
H -0.06806 0.15990 4.45858 0.41 -0.68 -0.82
H -1.97813 0.99718 5.11939 -0.56 0.99 0.48
H -1.97097 0.62664 3.51997 0.15 -0.10 -0.46
H -2.94056 2.55125 3.14228 -0.28 -0.24 0.08
H -1.28185 2.89603 2.80466 0.25 -0.22 -0.23
H -2.50120 5.20928 3.16867 -0.65 0.17 -0.48
H -2.95910 5.48717 4.83550 -0.49 0.07 -0.08
H -3.95139 4.30476 3.86077 -0.01 0.09 -0.09
C -1.95837 -4.55577 6.52668 -0.22 0.87 -1.25
O -2.10632 -3.12770 6.26180 0.06 -0.71 2.09
C -1.34379 -2.60485 5.15893 -1.79 -0.53 0.20
C -2.20260 -2.80555 3.92947 0.02 -0.24 -1.17
N -3.53788 -2.21781 3.97693 2.01 1.28 0.58
C -4.52501 -2.46512 2.93890 0.67 -0.13 3.06
C -5.81873 -1.74236 3.38796 0.05 -0.22 0.73
O -6.23448 -1.87242 4.83551 1.21 0.38 -2.36
C -6.80953 -3.13411 5.06343 0.87 0.00 -1.03
H -0.98408 -4.80496 6.94710 0.43 0.06 -0.64
H -2.25447 -5.03407 5.59305 0.88 -0.56 -0.20
H -2.63271 -5.05565 7.22200 -0.67 1.26 0.45
H -0.36718 -3.08512 5.09837 0.04 0.02 -0.28
H -1.24277 -1.52694 5.28549 0.16 -0.08 0.57
H -2.28696 -3.87408 3.73135 0.15 -0.48 -0.17
H -1.58990 -2.38334 3.13294 -0.16 0.05 -0.57
H -3.80704 -2.06783 4.93878 -0.75 -0.22 -0.36
H -4.63483 -3.54948 2.95328 -0.63 -0.41 -0.75
H -4.15688 -2.13436 1.96772 -0.29 0.19 -0.08
H -6.56198 -2.17640 2.71916 -0.74 0.38 0.23
H -5.70978 -0.66674 3.24914 -0.07 -0.15 -0.06
H -6.77106 -3.32573 6.13577 -0.66 -0.03 -0.15
H -6.20572 -3.88168 4.54899 0.25 -0.45 0.29
H -7.74725 -3.16197 4.50846 -0.71 -0.23 0.77
C -0.78485 4.82511 0.23072 1.51 0.06 -0.44
O 0.64754 4.40635 0.04206 -1.55 0.92 2.50
C 1.46006 5.55933 -0.23393 0.09 -0.65 -4.01
C 2.99394 5.25737 -0.61233 -3.25 -0.35 2.40
N 3.59331 4.69941 0.61294 0.23 -0.11 -2.33
C 4.89273 4.22118 0.15645 0.45 0.70 2.81
C 5.62679 3.47718 1.31408 1.20 -0.20 -2.63
O 5.05693 2.24369 1.57102 -0.10 -1.23 0.29
C 5.95614 1.14305 1.81747 -0.16 0.97 -0.82
H -1.40701 4.06246 0.69909 0.62 -0.43 -0.33
H -1.21105 5.11175 -0.73069 0.03 -0.33 -0.31
H -0.92240 5.71705 0.84197 0.68 0.20 0.36
H 1.26233 6.51328 0.25492 0.09 -0.37 1.02
H 1.05984 5.68837 -1.23955 0.10 1.41 -0.63
H 3.51150 6.16328 -0.92783 -0.17 0.36 -0.25
H 2.97002 4.54983 -1.44114 0.13 -0.22 0.25
H 3.76798 5.53930 1.14602 0.09 -0.12 0.68
H 5.50248 5.09770 -0.06270 0.59 0.34 -0.12
H 4.86484 3.71305 -0.80746 -0.32 -0.77 0.51
H 5.95839 4.03614 2.18912 -0.98 0.49 0.42
H 6.58143 3.41535 0.79163 0.85 -0.93 0.02
H 5.42018 0.19408 1.83469 -0.43 0.50 0.74
H 6.57376 1.37552 2.68499 -0.09 -0.41 0.33
H 6.62681 0.98157 0.97353 0.33 0.47 -0.35
```
Positions in Å, forces in eV/Å.

The spin multiplicity is 1. The total energy comes out at -4893.86942 Ha. Its net charge is -1. The value obtained for the HOMO energy is -5.176 eV. As for the LUMO energy: 2.12 eV. Its largest force on an atom is 0.196 Eh/bohr.